16
Properties=species:S:1:pos:R:3:nbo_charge:R:1 method="wB97M-V/def2-TZVPD" e_lumo_ev=0.8 charge=0 de_lowest_ev=1.751 molar_mass_g_mol=99.13 e_tot_ev=-8867.4618 smiles="[H]/N=C1/CCCCO1" orbital_gap_ev=10.698
O 0.671 1.321 -0.572 -0.526
N 2.535 0.554 0.548 -0.670
C -0.612 -1.217 0.159 -0.378
C 1.400 0.336 0.033 0.565
C -1.459 0.009 -0.224 -0.468
C 0.873 -1.075 -0.086 -0.492
C -0.734 1.361 -0.292 -0.067
H 1.132 -1.425 -1.088 0.227
H -1.910 -0.058 0.748 0.228
H -0.740 -1.328 1.260 0.189
H 1.392 -1.681 0.657 0.238
H -0.858 1.843 0.683 0.169
H -2.240 -0.114 -0.987 0.217
H -1.152 2.042 -1.043 0.200
H -1.057 -2.115 -0.278 0.222
H 2.762 1.547 0.481 0.344



57
Properties=species:S:1:pos:R:3:nbo_charge:R:1 method="wB97M-V/def2-TZVPD" e_lumo_ev=-0.2 charge=0 molar_mass_g_mol=528.29 e_tot_ev=-223218.1313 orbital_gap_ev=6.581
As 0.339 3.916 -2.263 0.882
As -0.566 0.759 1.206 0.780
As 1.127 -1.641 -1.491 0.804
Ca 0.478 -1.876 1.340 1.593
O -0.016 -2.082 3.532 -0.806
O 1.287 -3.936 1.468 -0.837
O 1.370 -5.540 3.070 -0.694
C 0.457 2.431 1.452 -0.928
C 1.092 -4.365 2.648 0.761
C 2.717 -0.502 -1.762 -0.939
C -1.493 1.066 -0.558 -0.709
C 0.438 1.902 -2.101 -0.724
C -0.758 -4.190 4.395 -0.628
C -0.365 4.103 -4.105 -0.958
C 0.448 -3.430 3.843 0.129
C -0.318 -0.536 -2.354 -0.717
C -1.312 4.524 -1.353 -0.964
C -2.086 1.354 2.313 -0.938
C -1.845 1.265 -3.027 -0.612
C 1.491 -2.748 -3.086 -0.925
C 1.536 -3.287 4.907 -0.636
C -0.773 0.933 -1.957 -0.062
H 1.109 1.698 -1.257 0.221
H 2.399 -2.747 4.500 0.239
H 0.834 2.458 2.495 0.247
H 0.013 -0.484 -3.414 0.217
H -2.349 0.359 -0.557 0.222
H 0.360 3.659 -4.818 0.229
H 1.888 -4.254 5.282 0.245
H -0.186 3.313 1.301 0.215
H -1.211 -1.199 -2.338 0.219
H 2.389 -3.372 -2.898 0.246
H -1.237 -3.631 5.207 0.188
H -1.351 3.631 -4.246 0.217
H -2.439 2.351 1.977 0.225
H 2.748 0.294 -0.992 0.242
H -1.928 2.078 -0.474 0.225
H 1.686 -2.101 -3.967 0.219
H -1.516 -4.317 3.613 0.204
H -2.916 0.624 2.224 0.230
H -1.236 4.389 -0.263 0.219
H 1.175 -2.702 5.760 0.187
H -2.681 0.531 -2.989 0.210
H -1.423 5.610 -1.549 0.237
H 2.371 -1.101 1.839 -0.773
H -1.765 1.419 3.373 0.236
H 3.626 -1.123 -1.627 0.248
H -2.309 2.245 -2.862 0.208
H 0.622 -3.405 -3.293 0.232
H 2.722 -0.063 -2.779 0.213
H 0.998 1.630 -3.020 0.226
H -0.364 -1.660 4.218 0.484
H 1.331 2.474 0.776 0.242
H -0.472 5.183 -4.334 0.232
H -2.225 4.034 -1.725 0.212
H -1.416 1.240 -4.053 0.215
H -0.495 -5.182 4.776 0.253



18
Properties=species:S:1:pos:R:3:nbo_charge:R:1 method="wB97M-V/def2-TZVPD" e_lumo_ev=1.1 charge=0 de_lowest_ev=0.309 molar_mass_g_mol=88.15 e_tot_ev=-7427.0027 smiles=CCC(O)CC orbital_gap_ev=11.230
O 1.563 0.309 0.518 -0.717
C -0.459 -2.361 0.945 -0.605
C -0.426 1.100 -0.655 -0.419
C 0.312 -0.093 -0.038 0.097
C 0.486 1.957 -1.529 -0.608
C -0.515 -0.833 1.030 -0.421
H 0.880 1.378 -2.371 0.205
H -0.858 1.711 0.153 0.190
H -0.042 2.828 -1.931 0.208
H 0.553 -2.705 0.705 0.209
H -0.087 -0.513 1.985 0.205
H 1.378 1.039 1.126 0.455
H -1.280 0.727 -1.238 0.208
H -1.135 -2.751 0.176 0.202
H 0.591 -0.787 -0.841 0.171
H -1.560 -0.498 1.019 0.199
H -0.746 -2.817 1.897 0.210
H 1.345 2.310 -0.952 0.212



22
Properties=species:S:1:pos:R:3:nbo_charge:R:1 method="wB97M-V/def2-TZVPD" e_lumo_ev=0.8 charge=0 de_lowest_ev=3.030 molar_mass_g_mol=127.19 e_tot_ev=-11004.7233 orbital_gap_ev=10.318
O 1.676 1.736 0.465 -0.690
N 2.404 0.527 -1.047 -0.830
C 0.619 -1.756 -0.224 -0.606
C 0.376 -0.307 0.215 -0.119
C -1.637 1.402 -0.282 -0.410
C 0.036 -0.252 1.711 -0.610
C -2.171 0.005 -0.455 -0.425
C -0.714 0.290 -0.684 -0.212
C 1.651 0.511 0.039 0.636
H 2.489 -0.387 -1.478 0.370
H -2.787 -0.216 -1.328 0.219
H -0.847 -0.869 1.922 0.207
H -2.456 -0.540 0.446 0.213
H -0.143 0.774 2.052 0.234
H -0.270 -2.350 0.023 0.220
H -0.418 0.300 -1.738 0.224
H -1.884 2.151 -1.034 0.220
H 0.867 -0.663 2.301 0.218
H -1.569 1.790 0.735 0.222
H 0.779 -1.836 -1.309 0.210
H 2.521 1.894 -0.627 0.496
H 1.478 -2.203 0.298 0.214



Please write out number 3 again, unchanged.
18
Properties=species:S:1:pos:R:3:nbo_charge:R:1 method="wB97M-V/def2-TZVPD" e_lumo_ev=1.1 charge=0 de_lowest_ev=0.309 molar_mass_g_mol=88.15 e_tot_ev=-7427.0027 smiles=CCC(O)CC orbital_gap_ev=11.230
O 1.563 0.309 0.518 -0.717
C -0.459 -2.361 0.945 -0.605
C -0.426 1.100 -0.655 -0.419
C 0.312 -0.093 -0.038 0.097
C 0.486 1.957 -1.529 -0.608
C -0.515 -0.833 1.030 -0.421
H 0.880 1.378 -2.371 0.205
H -0.858 1.711 0.153 0.190
H -0.042 2.828 -1.931 0.208
H 0.553 -2.705 0.705 0.209
H -0.087 -0.513 1.985 0.205
H 1.378 1.039 1.126 0.455
H -1.280 0.727 -1.238 0.208
H -1.135 -2.751 0.176 0.202
H 0.591 -0.787 -0.841 0.171
H -1.560 -0.498 1.019 0.199
H -0.746 -2.817 1.897 0.210
H 1.345 2.310 -0.952 0.212